Here is one molecule with the formula C2HO2P at a distorted geometry from the OMol25 dataset. Energies are from wB97M-V/def2-TZVPD.

Last column: natural (NBO) charge in e.
Positions of all 6 atoms, in Å:
C (-1.89727, 0.05721, 0.01342)  -0.362
C (-0.74207, -0.24443, -0.06746)  0.308
O (0.55509, -0.50832, 0.04214)  -0.782
P (1.91910, 0.58249, 0.23007)  1.570
O (2.95093, -0.39437, 0.03486)  -0.964
H (-2.78579, 0.50741, -0.25303)  0.231

As for the SMILES: C#COP=O. The calculation puts the relative energy (zero: lowest compared OMol25 entry of this formula, charge and spin) at 21.2 kcal per mole. For the LUMO energy, the calculation gives -1.12 eV. Its HOMO energy is -10.02 eV. The charge is 0.